Formula: C46H47IN3O3PbTe
Source: OMol25
Level of theory: wB97M-V/def2-TZVPD

Values from the calculation:
LUMO energy (alpha / beta), eV: -6.08 / -8.09
Expectation value of S²: 0.77
Spin multiplicity: 2
Charge: +2
Frontier orbital gap (alpha / beta), eV: 7.082 / 5.063

Atoms and positions in Å:
Pb: -0.15 1.76 -2.80
C: -2.67 5.71 -1.07
C: -1.64 5.25 -0.11
N: -1.56 5.80 1.08
C: -0.59 5.44 1.90
C: 0.43 4.51 1.58
C: 1.45 4.27 2.68
O: 1.58 5.35 3.56
C: 0.38 3.86 0.36
C: 1.47 2.98 -0.05
N: 1.56 2.26 -1.11
C: 2.84 1.68 -1.36
C: 3.47 0.88 -0.40
C: 4.74 0.38 -0.65
C: 5.39 0.67 -1.83
C: 4.77 1.46 -2.79
C: 3.50 1.94 -2.55
I: 2.54 3.12 -4.01
C: -0.70 4.21 -0.54
O: -0.87 3.70 -1.68
H: -3.43 6.28 -0.54
H: -3.11 4.86 -1.60
H: -2.21 6.35 -1.82
H: -0.59 5.91 2.87
H: 2.43 3.99 2.27
H: 1.10 3.43 3.28
H: 2.01 6.10 3.12
H: 2.34 3.01 0.59
H: 2.96 0.66 0.52
H: 5.22 -0.24 0.10
H: 6.39 0.30 -2.02
H: 5.28 1.70 -3.71
C: 0.75 0.30 -7.59
C: 0.98 -0.20 -6.19
C: -0.10 -0.57 -5.39
C: 0.11 -1.02 -4.09
C: 1.39 -1.09 -3.56
C: 2.47 -0.74 -4.36
C: 2.26 -0.30 -5.66
H: 0.47 1.36 -7.58
H: -0.05 -0.25 -8.08
H: 1.65 0.21 -8.19
H: -1.10 -0.56 -5.80
H: -0.74 -1.37 -3.50
H: 1.57 -1.46 -2.56
H: 3.48 -0.83 -3.98
H: 3.11 -0.04 -6.29
C: 2.50 -3.79 6.15
C: 2.06 -3.23 4.84
C: 1.99 -1.86 4.62
C: 1.57 -1.32 3.41
C: 1.56 0.17 3.28
C: 1.18 -2.20 2.40
Te: 0.43 -1.54 0.53
N: -0.53 0.12 1.12
C: -1.14 0.59 0.07
O: -0.84 0.23 -1.14
C: -2.31 1.49 0.28
C: -3.24 1.66 -0.74
C: -4.38 2.41 -0.52
C: -4.60 3.00 0.72
C: -3.67 2.84 1.74
C: -2.53 2.08 1.52
C: -1.35 -2.69 0.50
C: -2.22 -2.69 1.59
C: -1.97 -2.03 2.92
C: -3.40 -3.42 1.47
C: -3.72 -4.15 0.33
C: -5.00 -4.92 0.24
C: -2.81 -4.14 -0.72
C: -1.62 -3.43 -0.66
C: -0.67 -3.55 -1.82
C: 1.31 -3.58 2.55
C: 1.02 -4.56 1.44
C: 1.73 -4.07 3.77
H: 2.63 -3.01 6.90
H: 3.45 -4.32 6.04
H: 1.77 -4.51 6.53
H: 2.28 -1.19 5.42
H: 2.43 0.59 3.79
H: 0.66 0.59 3.73
H: 1.58 0.50 2.24
H: -3.09 1.15 -1.68
H: -5.11 2.52 -1.31
H: -5.50 3.57 0.89
H: -3.84 3.30 2.70
H: -1.81 1.92 2.32
H: -1.18 -1.28 2.90
H: -1.70 -2.78 3.66
H: -2.88 -1.54 3.26
H: -4.08 -3.43 2.31
H: -5.58 -4.84 1.15
H: -4.79 -5.98 0.05
H: -5.60 -4.56 -0.59
H: -3.03 -4.72 -1.61
H: -1.22 -3.63 -2.76
H: -0.07 -4.46 -1.72
H: 0.01 -2.70 -1.90
H: 1.35 -4.18 0.46
H: -0.04 -4.79 1.38
H: 1.56 -5.49 1.61
H: 1.82 -5.14 3.90

Formula: C2H3BrFI
Source: OMol25
Level of theory: wB97M-V/def2-TZVPD

Values from the calculation:
LUMO energy (alpha / beta), eV: -2.01 / -2.01
ΔE to the lowest compared entry with this formula, charge and spin, kcal/mol: 78.66
Frontier orbital gap (alpha / beta), eV: 7.373 / 7.349

Atoms and positions in Å:
C: -0.88 -0.27 0.37
C: 0.48 0.24 0.15
F: 0.91 0.52 -2.25
Br: 1.00 1.94 0.37
I: 1.99 -1.20 0.11
H: -1.15 -0.96 -0.46
H: -0.92 -0.95 1.25
H: -1.43 0.68 0.46

Formula: C3H10NP
Source: OMol25
Level of theory: wB97M-V/def2-TZVPD

Values from the calculation:
LUMO energy, eV: 1.06
SMILES: CC(C)NP
ΔE to the lowest compared entry with this formula, charge and spin, kcal/mol: 41.74
Frontier orbital gap, eV: 10.233

Atoms and positions in Å:
C: 0.69 -1.34 0.22
C: 1.29 1.23 -0.02
C: 0.24 0.07 -0.14
N: -1.07 0.49 0.41
P: -2.64 -0.04 -0.04
H: 0.96 -1.42 1.34
H: -0.16 -2.13 -0.05
H: 1.66 -1.46 -0.25
H: 1.27 1.54 1.05
H: 1.06 2.02 -0.58
H: 2.37 0.94 -0.39
H: 0.28 0.17 -1.27
H: -0.89 0.44 1.42
H: -2.74 0.74 -1.10
H: -2.34 -1.25 -0.59